{"formula": "C5H14N2", "method": "wB97M-V/def2-TZVPD", "elements": ["C", "N", "C", "C", "C", "C", "N", "H", "H", "H", "H", "H", "H", "H", "H", "H", "H", "H", "H", "H", "H"], "coordinates": [[-2.1180, 0.9797, 2.3280], [-1.9922, 0.4408, 0.9746], [-0.8953, -0.4916, 0.6467], [0.0881, 0.3293, -0.1926], [1.2279, -0.5159, -0.7258], [2.2302, 0.2896, -1.6070], [0.7762, -1.7109, -1.4683], [-1.1071, 0.9964, 2.7506], [-2.3014, 2.0404, 2.1647], [-2.7971, 0.5313, 3.0529], [-2.8661, 0.0659, 0.6516], [-1.1286, -1.3938, 0.0976], [-0.3629, -0.7448, 1.5698], [0.5196, 1.2257, 0.2589], [-0.4101, 0.8744, -1.0085], [1.8330, -0.8437, 0.0923], [3.0557, 0.6898, -1.0464], [1.7083, 1.1679, -2.0116], [2.5486, -0.2758, -2.4788], [0.4145, -1.3679, -2.3551], [1.5765, -2.2868, -1.6935]], "e_lumo_ev": 1.18, "relative_energy_kcal_mol": 29.41, "total_charge": 0, "smiles": "CNCC[C@H](C)N", "energy_ev": -8391.344, "homo_lumo_gap_ev": 9.53}


{"formula": "C5H14N2", "method": "wB97M-V/def2-TZVPD", "elements": ["C", "C", "C", "C", "C", "N", "N", "H", "H", "H", "H", "H", "H", "H", "H", "H", "H", "H", "H", "H", "H"], "coordinates": [[-0.5461, -0.9587, -1.9920], [0.2700, -1.3171, -0.5330], [0.9991, -0.0618, -0.0757], [0.3130, 1.2122, 0.1597], [-0.5615, 1.2192, 1.4330], [-1.6437, 2.2514, 1.5246], [1.2370, -2.4006, -0.7887], [-1.1196, -1.8925, -2.3847], [0.1126, -0.5967, -2.7279], [-1.2876, -0.0920, -1.7465], [-0.5343, -1.6135, 0.1994], [1.9125, 0.0322, -0.5938], [1.4135, -0.4061, 0.8991], [0.9068, 2.1866, 0.2304], [-0.3075, 1.4979, -0.6491], [0.0151, 1.2881, 2.4204], [-1.0992, 0.1983, 1.7189], [-2.3301, 1.9573, 2.1971], [-0.9749, 3.0696, 2.0683], [2.1556, -1.9794, -0.6042], [1.1361, -3.1686, -0.1313]], "e_lumo_ev": [-3.18, -8.95], "relative_energy_kcal_mol": 75.53, "total_charge": 1, "spin_multiplicity": 2, "energy_ev": -8381.135, "homo_lumo_gap_ev": [9.59, 3.82]}


{"formula": "C5H14N2", "method": "wB97M-V/def2-TZVPD", "elements": ["C", "N", "C", "C", "C", "C", "N", "H", "H", "H", "H", "H", "H", "H", "H", "H", "H", "H", "H", "H", "H"], "coordinates": [[0.0084, 2.1755, 2.7812], [0.5864, 1.3791, 1.9811], [-0.0384, 0.1556, 1.4057], [-0.2912, 0.2950, -0.0896], [0.2660, -0.7891, -1.0079], [0.5698, -0.3296, -2.4082], [-0.7360, -1.9641, -1.1107], [0.5172, 3.0507, 3.1529], [-1.0010, 1.9688, 3.1244], [1.5013, 1.5998, 1.5958], [0.6173, -0.6790, 1.6598], [-0.9130, -0.0100, 2.0083], [-1.3663, 0.4310, -0.2733], [0.0381, 1.2585, -0.4729], [1.1450, -1.2420, -0.5559], [1.2270, 0.5383, -2.3516], [1.0923, -1.0696, -3.0070], [-0.2862, 0.0305, -2.9629], [-0.6421, -2.6448, -0.3571], [-0.5818, -2.4987, -1.9710], [-1.7129, -1.6561, -1.1410]], "e_lumo_ev": -8.24, "relative_energy_kcal_mol": 3.50, "total_charge": 2, "smiles": "C=[NH+]CC[C@H](C)[NH3+]", "energy_ev": -8375.199, "homo_lumo_gap_ev": 12.27}


{"formula": "C5H14N2O", "method": "wB97M-V/def2-TZVPD", "elements": ["C", "O", "C", "C", "C", "N", "C", "N", "H", "H", "H", "H", "H", "H", "H", "H", "H", "H", "H", "H", "H", "H"], "coordinates": [[3.3038, 0.6479, -0.1624], [1.9777, 0.8260, -0.5491], [0.9875, -0.2947, -0.1593], [-0.3402, 0.3882, -0.3250], [-0.6365, 1.4487, 0.7209], [-1.1130, -0.8870, -0.2387], [-2.3857, -0.8354, -0.9404], [-1.2115, -1.4220, 1.0679], [3.7381, -0.2744, -0.5793], [3.8831, 1.5002, -0.5291], [3.4041, 0.6033, 0.9359], [1.1919, -1.0763, -0.8973], [1.1899, -0.5860, 0.8760], [-0.4258, 0.7845, -1.3377], [0.1359, 2.2092, 0.6398], [-1.6316, 1.8647, 0.5718], [-0.5693, 1.0368, 1.7253], [-2.7861, -1.8476, -1.0263], [-3.1223, -0.2033, -0.4238], [-2.2265, -0.4479, -1.9444], [-1.9937, -1.0122, 1.5833], [-1.3698, -2.4228, 0.9920]], "e_lumo_ev": 0.98, "relative_energy_kcal_mol": 79.84, "total_charge": 0, "smiles": "COC[C@H](C)N(C)N", "energy_ev": -10437.566, "homo_lumo_gap_ev": 9.60}


{"formula": "C5H14N2O", "method": "wB97M-V/def2-TZVPD", "elements": ["C", "C", "C", "C", "C", "N", "N", "O", "H", "H", "H", "H", "H", "H", "H", "H", "H", "H", "H", "H", "H", "H"], "coordinates": [[0.4879, -0.0632, -0.3158], [0.4540, -0.4701, 1.0836], [-1.7825, 1.2103, 0.3993], [1.0836, 1.2782, -0.6462], [0.7032, -1.1236, -1.3548], [-1.0268, -0.0379, 0.3470], [-1.8210, -1.1987, 0.2188], [2.4652, -0.8207, 0.8797], [3.0785, -0.3084, 1.4183], [-2.4210, -1.2888, 1.0347], [-2.3945, -1.1381, -0.6192], [0.3725, -1.5205, 1.3246], [0.5909, 0.2762, 1.8554], [-2.4978, 1.1694, 1.2254], [-2.3236, 1.3589, -0.5401], [-1.1236, 2.0533, 0.5832], [0.6466, 1.6960, -1.5547], [2.1498, 1.0904, -0.7724], [0.9957, 1.9964, 0.1668], [1.7486, -1.4121, -1.2012], [0.0996, -2.0096, -1.1751], [0.5148, -0.7374, -2.3574]], "e_lumo_ev": 0.49, "relative_energy_kcal_mol": 132.17, "total_charge": 0, "energy_ev": -10435.296, "homo_lumo_gap_ev": 7.83}


{"formula": "C5H14N2O", "method": "wB97M-V/def2-TZVPD", "elements": ["C", "O", "C", "C", "H", "H", "H", "H", "H", "H", "H", "C", "C", "N", "N", "H", "H", "H", "H", "H", "H", "H"], "coordinates": [[0.5721, 0.5100, 0.4729], [0.0069, 0.0647, -0.7004], [0.5297, 2.0325, 0.5904], [1.2514, 2.7202, -0.5654], [1.6263, 0.1815, 0.5712], [0.0653, 0.0540, 1.3583], [1.0233, 2.3190, 1.5227], [-0.5165, 2.3409, 0.6294], [1.2080, 3.8072, -0.4694], [0.7986, 2.4506, -1.5210], [2.2979, 2.4193, -0.6066], [-1.2139, -2.0767, 0.3234], [-0.2223, -1.9418, -0.6381], [1.0589, -2.4596, -0.4666], [-2.2903, -1.0980, 0.1441], [-1.2424, -2.6336, 1.2409], [-0.4719, -1.8112, -1.6859], [1.7150, -1.8902, -0.9769], [1.3072, -2.5452, 0.5058], [-2.4758, -0.5921, 1.0029], [-3.1607, -1.4662, -0.2382], [-1.8670, -0.3853, -0.4932]], "e_lumo_ev": 0.41, "relative_energy_kcal_mol": 102.71, "total_charge": 0, "energy_ev": -10436.574, "homo_lumo_gap_ev": 7.46}